# 1
Entry from OMol25: a single C4H7N5 molecule in a non-equilibrium geometry (ωB97M-V with the def2-TZVPD basis set).

Cartesian coordinates (Å):
H  2.174  1.443  -1.439
H  2.220  -0.615  1.884
N  -1.905  -0.057  -1.225
H  -2.774  -1.279  0.204
H  2.631  1.538  0.817
H  -3.597  -1.100  -1.241
C  0.301  -0.747  1.428
C  0.238  0.694  -1.218
N  1.515  -0.112  1.371
N  -2.993  -0.633  -0.570
N  -0.740  -0.748  0.669
C  1.432  1.062  -0.748
H  -0.134  1.176  -2.133
N  2.073  0.779  0.451
C  -0.802  -0.024  -0.571
H  0.361  -1.378  2.321

The LUMO energy is 0.6 eV. As for the SMILES: N/N=C1/C=CNNC=N1. The frontier orbital gap is 8.3 eV. The calculation puts the HOMO energy at -7.61 eV.


# 2
Entry from OMol25: a single C4H7NO molecule in a non-equilibrium geometry (ωB97M-V with the def2-TZVPD basis set).

Cartesian coordinates (Å):
H  -0.218  1.100  1.633
H  1.395  1.362  0.885
C  -1.226  -0.580  -0.265
H  -1.748  -0.582  0.698
N  0.996  -0.012  -1.286
O  0.806  -1.251  0.671
H  -1.313  -1.580  -0.700
C  0.235  -0.187  -0.020
C  0.341  1.139  0.697
H  -0.063  1.920  0.047
H  -1.722  0.136  -0.923
H  1.715  -1.008  0.889
C  0.791  -0.447  -2.362

The LUMO energy is 0.7 eV. The frontier orbital gap is 11.8 eV. The calculation puts the HOMO energy at -11.01 eV.


# 3
Entry from OMol25: a single C4H7NO molecule (ωB97M-V with the def2-TZVPD basis set).

Cartesian coordinates (Å):
H  0.116  1.357  1.760
H  -1.059  -0.994  1.964
C  -0.059  -0.263  -1.989
N  -0.860  0.508  -1.383
H  -0.391  2.280  -0.364
C  -0.132  0.664  0.959
C  -0.417  1.198  -0.237
C  -0.191  -0.792  1.325
H  -0.368  -0.803  -2.883
H  0.698  -1.092  1.892
H  -0.268  -1.440  0.448
O  1.218  -0.538  -1.672
H  1.434  -0.031  -0.870

The LUMO energy is 0.9 eV. As for the SMILES: C/C=C\N=C/O. The frontier orbital gap is 9.9 eV. The calculation puts the HOMO energy at -8.98 eV.


# 4
Entry from OMol25: a single C4H7NO molecule (ωB97M-V with the def2-TZVPD basis set).

Cartesian coordinates (Å):
C  -0.919  0.080  -0.744
O  -1.337  -0.777  -1.500
H  2.333  -1.102  -0.366
C  0.898  -0.225  1.094
C  0.523  0.181  -0.310
H  -1.451  1.574  0.577
H  0.102  -0.584  1.741
H  1.673  0.340  1.606
H  0.752  -2.014  -0.234
H  1.056  1.023  -0.747
N  -1.727  1.066  -0.246
H  -2.712  0.989  -0.453
C  1.286  -1.081  -0.079

The LUMO energy is 1.0 eV. As for the SMILES: NC(=O)C1CC1. The frontier orbital gap is 10.8 eV. The calculation puts the HOMO energy at -9.80 eV.


# 5
Entry from OMol25: a single C4H7NO molecule (ωB97M-V with the def2-TZVPD basis set).

Cartesian coordinates (Å):
H  -1.193  -1.473  -0.622
C  -0.856  0.203  0.639
H  0.582  0.453  -1.856
H  1.374  -0.599  0.466
C  1.332  -0.289  -1.553
O  -0.100  1.103  1.346
C  -0.490  -0.816  -0.120
H  -2.127  1.810  1.499
C  -1.505  0.937  1.677
H  2.267  0.246  -1.369
H  1.487  -0.993  -2.376
N  0.897  -0.987  -0.343
H  -1.666  0.405  2.611

The LUMO energy is 1.1 eV. As for the SMILES: CN/C=C1/CO1. The frontier orbital gap is 9.6 eV. The calculation puts the HOMO energy at -8.53 eV.


# 6
Entry from OMol25: 2 unconnected molecules or ions with the total composition C4H7NO in a non-equilibrium geometry (ωB97M-V with the def2-TZVPD basis set).

Cartesian coordinates (Å):
C  -0.484  -1.667  0.215
O  1.686  5.441  -4.607
H  1.122  4.746  -4.314
C  0.237  -0.748  0.961
N  -1.273  -2.351  1.117
H  -2.211  -2.552  0.848
H  -0.635  -1.812  -0.840
C  0.098  -1.089  2.343
H  -1.369  -2.329  3.309
C  -0.913  -2.031  2.375
H  2.247  4.986  -5.256
H  0.519  -0.575  3.188
H  0.977  -0.019  0.661

The LUMO energy is 1.0 eV. As for the SMILES: c1cc[nH]c1.O. The frontier orbital gap is 9.3 eV. The calculation puts the HOMO energy at -8.34 eV.


# 7
Entry from OMol25: a single C4H7NO molecule in a non-equilibrium geometry (ωB97M-V with the def2-TZVPD basis set).

Cartesian coordinates (Å):
C  -0.241  1.430  0.818
H  2.053  -0.536  -0.932
O  0.371  2.469  0.955
H  -1.412  -1.634  -0.127
C  -0.588  -1.290  0.566
H  1.381  1.138  -1.294
N  -0.065  -0.323  -1.147
C  1.230  0.165  -0.838
H  -0.762  0.319  -1.478
H  0.121  -2.115  0.571
C  0.275  0.098  0.305
H  -1.055  -1.100  1.510
H  -1.310  1.379  1.093

The LUMO energy is 0.6 eV. As for the SMILES: C[C@@]1(C=O)CN1. The frontier orbital gap is 9.4 eV. The calculation puts the HOMO energy at -8.86 eV.


# 8
Entry from OMol25: 2 unconnected molecules or ions with the total composition C4H7NO in a non-equilibrium geometry (ωB97M-V with the def2-TZVPD basis set).

Cartesian coordinates (Å):
C  -0.594  1.208  -0.118
N  2.578  0.890  1.392
C  0.121  0.270  0.801
H  -1.667  1.033  -0.038
O  -0.947  -2.022  -0.297
H  -0.286  2.232  -0.197
H  -0.338  -1.544  0.288
C  1.473  0.615  1.178
H  -0.457  -0.117  1.663
C  0.025  0.169  -0.934
H  1.061  0.199  -1.242
H  -0.370  -2.597  -0.808
H  -0.600  -0.334  -1.687

The LUMO energy is 0.7 eV. As for the SMILES: N#CC1CC1.O. The frontier orbital gap is 10.7 eV. The calculation puts the HOMO energy at -9.95 eV.


# 9
Entry from OMol25: a single C4H7NO molecule (ωB97M-V with the def2-TZVPD basis set).

Cartesian coordinates (Å):
H  1.493  -0.880  0.915
C  -1.407  -0.316  0.720
N  -0.101  0.224  -1.736
H  -0.893  1.849  0.120
H  1.489  -1.526  -0.749
C  -0.513  0.908  0.537
C  0.343  0.247  -0.543
H  -1.002  0.713  -1.773
H  -0.918  -1.041  1.413
O  -2.381  -0.623  0.084
H  2.444  -0.075  -0.348
C  1.513  -0.610  -0.149
H  -0.065  1.129  1.508

The LUMO energy is 0.5 eV. As for the SMILES: [H]/N=C(/C)CC=O. The frontier orbital gap is 10.3 eV. The calculation puts the HOMO energy at -9.83 eV.


# 10
Entry from OMol25: a single C4H7NO molecule in a non-equilibrium geometry (ωB97M-V with the def2-TZVPD basis set).

Cartesian coordinates (Å):
O  1.272  -0.907  0.346
H  -1.646  -1.849  -0.124
H  -1.431  0.968  0.633
H  -0.105  -2.583  -0.694
C  0.806  1.380  0.956
N  0.264  1.611  -0.614
H  1.321  0.701  1.656
C  -0.703  -1.670  -0.642
H  0.303  1.111  -1.519
C  -0.393  0.791  0.364
H  1.056  2.395  1.154
H  -0.922  -1.324  -1.658
C  0.113  -0.651  0.087

The LUMO energy is 1.0 eV. As for the SMILES: CC(=O)[C@H]1CN1. The frontier orbital gap is 10.2 eV. The calculation puts the HOMO energy at -9.20 eV.


# 11
Entry from OMol25: a single C4H7NO molecule in a non-equilibrium geometry (ωB97M-V with the def2-TZVPD basis set).

Cartesian coordinates (Å):
H  -1.375  -1.580  1.520
C  -0.305  0.090  0.718
C  -0.807  -0.715  1.868
H  -1.443  -0.097  2.506
N  -0.139  0.727  -1.490
H  1.834  1.392  -1.426
H  -1.911  -0.171  -0.780
C  1.278  0.486  -1.680
O  0.557  1.009  0.815
H  0.043  -1.076  2.453
H  1.430  0.307  -2.751
H  1.683  -0.373  -1.133
C  -0.844  0.002  -0.619

The LUMO energy (spin up / spin down) is -0.6 / -0.6 eV. As for the SMILES: C/N=C\C(C)=O. The frontier orbital gap (spin up / spin down) is 8.5 / 8.5 eV. The calculation puts the HOMO energy (spin up / spin down) at -9.10 / -9.10 eV.


# 12
Entry from OMol25: a single C4H7NO molecule in a non-equilibrium geometry (ωB97M-V with the def2-TZVPD basis set).

Cartesian coordinates (Å):
H  -0.470  -1.402  -1.384
C  -1.027  0.617  1.450
H  1.770  -0.559  -0.655
C  -0.446  -1.269  -0.305
N  -1.106  1.876  2.439
H  1.271  -0.838  1.257
O  -0.863  2.968  2.017
C  0.892  -0.673  0.176
H  -1.142  -1.904  0.341
H  -2.073  0.764  1.402
H  -0.411  0.931  -0.713
C  -0.344  0.229  0.094
H  -0.891  -0.040  2.329

The LUMO energy is 0.4 eV. As for the SMILES: O=NCC1CC1. The frontier orbital gap is 9.2 eV. The calculation puts the HOMO energy at -8.79 eV.


Relative energy (zero: lowest compared OMol25 entry of this formula, charge and spin) / eV: 4.530, 2.022, 1.434, 0.838, 3.454, 1.433, 4.895, 3.432, 1.802, 4.368, 3.104, 5.347